Molecular formula: C51H55N3O7S2SiW
Method: DFT, ωB97M-V with the def2-TZVPD basis set

## Properties
* charge: +2
* electronic energy: -3819.8271 hartree
* highest occupied orbital energy: -12.95 eV
* LUMO energy: -7.257 eV
* frontier orbital gap: 5.7 eV
* energy above the lowest of the compared OMol25 structures with the same formula, charge and spin: 81.6 kJ/mol

Element x y z (Å)
W: 0.27717 0.20042 -0.13604
S: 0.76799 -1.41113 -3.39267
S: -2.37962 2.03644 -1.82594
Si: -1.09131 -1.49238 2.18165
O: -1.08844 1.24026 -1.64392
O: 0.71591 -1.70955 -0.00361
O: 0.33935 -0.48618 -2.25706
O: 2.40226 -3.17819 0.38985
O: -3.28439 2.38956 1.46713
O: -0.67899 1.54694 0.86646
O: 2.22307 0.03069 -0.60763
N: 1.23814 0.19480 1.94686
N: 2.31654 2.04399 -1.63037
N: 1.21496 2.15881 -0.78438
C: -2.62026 -0.67168 4.50299
C: -3.60695 -0.85025 5.46307
C: -3.27669 -2.71791 3.43911
C: -0.35987 -3.19429 2.19144
C: -0.34529 5.33051 -2.99716
C: 2.45918 1.62778 3.64047
C: 1.05129 -4.07717 -3.50455
C: -2.77408 4.70931 -1.77671
C: 0.65437 -5.39792 -3.34616
C: 6.23346 -0.48125 -3.55655
C: -1.87047 3.71605 -2.12260
C: -0.10109 3.78988 0.39935
C: -3.71405 2.16049 2.81446
C: -1.52928 5.57954 1.11698
C: 0.19825 -3.06362 -3.08595
C: -0.17524 -5.43281 1.28357
C: 0.42856 -3.59241 3.26988
C: 0.63614 -5.80397 2.34691
C: -0.66348 -4.13618 1.20853
C: -2.45682 6.03177 -2.06140
C: -2.44275 -1.59156 3.46463
C: -4.27144 -2.89569 4.38899
C: -1.75891 1.06189 -4.34538
C: 5.62248 0.71270 -3.92738
C: -2.26782 3.27525 1.31138
C: -0.36157 -1.00152 -4.75439
C: 1.01873 3.36082 -0.37974
C: 2.79132 0.86707 -1.48508
C: 2.99693 -0.76552 3.50809
C: 3.97020 0.38992 -2.21621
C: 3.57947 0.61094 3.78270
C: -4.44339 -1.95692 5.39787
C: -0.34486 5.15695 0.55514
C: 4.57797 -0.80919 -1.84760
C: 5.71322 -1.24040 -2.51766
C: 1.77850 -2.49539 -0.35648
C: 4.49581 1.15339 -3.25673
C: -0.65127 4.00534 -2.72600
C: -1.01185 2.84766 0.87234
C: -0.57511 -5.68627 -2.76989
C: 2.32310 -0.82953 2.14226
C: -1.41454 -4.65935 -2.34833
C: 1.82007 1.54136 2.26249
C: 0.08114 -0.15643 2.85903
C: -2.49842 4.63561 1.45024
C: -1.03017 -3.33604 -2.49856
C: -1.24844 6.34026 -2.67052
C: -1.54232 -0.82832 0.42279
C: -2.91513 1.62844 -3.53031
C: 0.93407 -4.88309 3.34331
C: -1.69595 -0.45684 -4.24348
H: -5.21332 -2.09889 6.14511
H: 6.19490 -2.16447 -2.22354
H: -3.71449 4.45647 -1.29483
H: -0.51289 0.74617 2.97526
H: -3.71600 -0.13243 6.26686
H: 1.55652 -5.17204 4.18103
H: -2.52306 -0.90366 -4.79658
H: -0.45073 -1.93915 -5.30233
H: -2.96199 1.58744 3.34426
H: -1.67517 -2.53599 -2.16484
H: 2.82454 2.64926 3.75853
H: 3.76853 -1.53723 3.50064
H: -1.82305 -0.73468 -3.19967
H: -4.90248 -3.77525 4.35231
H: -3.15186 6.81993 -1.79865
H: -2.40116 -0.16091 0.47662
H: 0.64074 -2.89954 4.08059
H: 4.36817 0.83037 3.05497
H: 4.17370 -1.39637 -1.03388
H: -4.63503 1.58702 2.76454
H: -1.85797 1.36507 -5.38882
H: -0.42673 -6.15297 0.51396
H: 1.02907 -6.81069 2.40515
H: 1.90101 -1.80412 1.98481
H: 1.94221 -2.52299 -1.43087
H: 6.03094 1.30126 -4.73886
H: 1.72589 4.10295 -0.73896
H: -3.74635 0.92610 -3.44106
H: 1.70621 1.46939 4.41776
H: 0.44912 -0.42147 3.84834
H: -3.29648 2.56842 -3.92340
H: 1.30829 -6.19814 -3.66807
H: -0.88155 -6.71753 -2.64598
H: -3.47485 4.95170 1.80101
H: 2.57762 1.73765 1.50348
H: -1.78738 -1.70832 -0.17406
H: 7.12134 -0.81609 -4.07774
H: 0.05645 3.21822 -2.95806
H: -1.94956 0.17347 4.61370
H: -1.00697 7.37246 -2.89255
H: -0.82221 1.47974 -3.97894
H: 0.16341 -0.28479 -5.38801
H: 1.03203 2.27610 2.17613
H: -1.28074 -3.85727 0.36042
H: -3.89845 3.10371 3.33328
H: 2.29922 -1.03326 4.30598
H: 4.02999 0.65980 4.77352
H: 3.06592 -0.64835 1.37157
H: -3.13746 -3.47846 2.67582
H: 0.38835 5.87212 0.19609
H: 2.01327 -3.84159 -3.95013
H: -2.37501 -4.89150 -1.90391
H: 0.59652 5.57605 -3.47316
H: 4.01902 2.08665 -3.52911
H: -1.72947 6.63477 1.25075

Atoms 1-3, force components in eV/Å:
W -0.11 0.68 -0.64
S 0.47 -0.10 -0.17
S -0.22 0.12 0.27